# 1
Entry from the Open Molecules 2025 dataset: a 2-piece molecular cluster, C16H32ClFIN2O2P overall at a distorted geometry (ωB97M-V with the def2-TZVPD basis set).

## Properties
Spin multiplicity: 2
E_HOMO (spin up / spin down): -10.63 / -11.38 eV
Total charge: +1
Kohn-Sham gap (spin up / spin down): 0.2613 / 0.2890 Ha

Element x y z (Å)
C (0.951, 5.611, 1.871)
C (1.392, 4.861, 0.569)
F (2.306, 5.723, -0.076)
C (2.011, 3.444, 0.741)
P (0.950, 1.962, 1.301)
O (0.187, 1.253, -0.046)
I (-0.968, 2.703, 2.679)
C (2.574, 3.105, -0.723)
Cl (1.432, 3.216, -2.105)
C (3.389, 1.772, -0.462)
C (3.858, 1.948, 1.063)
N (3.293, 3.279, 1.496)
C (3.388, 3.680, 2.931)
H (1.489, 6.568, 2.025)
H (-0.129, 5.879, 1.773)
H (1.007, 4.992, 2.796)
H (0.502, 4.821, -0.096)
H (0.827, 0.716, -0.535)
H (3.394, 3.792, -1.049)
H (2.972, 0.790, -0.761)
H (4.377, 1.761, -0.986)
H (4.976, 1.940, 1.043)
H (3.634, 1.110, 1.751)
H (3.947, 3.924, 1.029)
H (3.280, 4.783, 3.009)
H (2.631, 3.123, 3.517)
H (4.426, 3.452, 3.268)
C (-2.462, -3.937, -2.858)
C (-1.462, -3.912, -1.684)
C (-1.940, -4.866, -0.577)
C (-3.131, -4.322, 0.205)
C (-2.810, -2.940, 0.763)
C (-2.333, -1.949, -0.311)
N (-1.275, -2.517, -1.196)
O (-0.131, -2.473, -0.532)
C (-3.541, -1.489, -1.158)
C (-1.860, -0.664, 0.389)
C (-0.174, -4.491, -2.299)
H (-2.533, -4.944, -3.274)
H (-3.479, -3.665, -2.585)
H (-2.138, -3.274, -3.663)
H (-1.121, -5.059, 0.124)
H (-2.203, -5.835, -1.009)
H (-4.023, -4.289, -0.426)
H (-3.366, -5.001, 1.028)
H (-3.693, -2.540, 1.270)
H (-2.038, -3.049, 1.533)
H (-3.214, -0.991, -2.074)
H (-4.152, -0.773, -0.605)
H (-4.219, -2.297, -1.423)
H (-1.070, -0.849, 1.119)
H (-2.681, -0.201, 0.941)
H (-1.501, 0.061, -0.331)
H (0.223, -3.830, -3.074)
H (-0.375, -5.458, -2.761)
H (0.608, -4.656, -1.556)

Forces on atoms 1 to 6 (eV/Å):
C -0.8 -0.2 0.3
C -0.4 1.2 1.6
F 0.1 -0.7 0.1
C -1.3 1.1 -3.2
P -1.0 -1.9 -0.2
O 1.1 2.2 1.5

Here is what natural (NBO) gives for the atomic charges, in e: number 1, C, carries -0.678; number 2, C, carries 0.170; number 3, F, carries -0.372; number 4, C, carries -0.234; number 5, P, carries 0.895; number 6, O, carries -0.965; number 7, I, carries -0.004; number 8, C, carries -0.228; number 9, Cl, carries 0.038; number 10, C, carries -0.461; number 11, C, carries -0.249; number 12, N, carries -0.395; number 13, C, carries -0.420; number 14, H, carries 0.252; number 15, H, carries 0.249; number 16, H, carries 0.216; number 17, H, carries 0.232; number 18, H, carries 0.511; number 19, H, carries 0.251; number 20, H, carries 0.253; number 21, H, carries 0.247; number 22, H, carries 0.243; number 23, H, carries 0.265; number 24, H, carries 0.440; number 25, H, carries 0.251; number 26, H, carries 0.249; number 27, H, carries 0.245; number 28, C, carries -0.623; number 29, C, carries 0.103; number 30, C, carries -0.417; number 31, C, carries -0.402; number 32, C, carries -0.416; number 33, C, carries 0.098; number 34, N, carries 0.005; number 35, O, carries -0.398; number 36, C, carries -0.622; number 37, C, carries -0.598; number 38, C, carries -0.602; number 39, H, carries 0.219; number 40, H, carries 0.209; number 41, H, carries 0.217; number 42, H, carries 0.212; number 43, H, carries 0.223; number 44, H, carries 0.199; number 45, H, carries 0.221; number 46, H, carries 0.220; number 47, H, carries 0.210; number 48, H, carries 0.219; number 49, H, carries 0.216; number 50, H, carries 0.209; number 51, H, carries 0.212; number 52, H, carries 0.210; number 53, H, carries 0.221; number 54, H, carries 0.214; number 55, H, carries 0.216; number 56, H, carries 0.224

# 2
Entry from the Open Molecules 2025 dataset: C16H32ClI2N2OP2Rh as an isolated structure at a distorted geometry (ωB97M-V with the def2-TZVPD basis set).

## Properties
Spin multiplicity: 5
E_HOMO (spin up / spin down): -13.54 / -13.54 eV
Total charge: +2
Kohn-Sham gap (spin up / spin down): 0.2683 / 0.1135 Ha

Element x y z (Å)
I (0.267, -0.361, -7.629)
I (0.273, 2.338, -7.997)
Rh (0.354, 0.990, -1.850)
P (-2.008, 1.430, -1.772)
C (-2.824, 1.242, -3.390)
C (-2.915, 0.291, -0.657)
H (-3.953, 0.639, -0.544)
H (-3.705, 3.050, -1.040)
H (-2.420, 0.288, 0.323)
H (-2.141, 3.270, -0.193)
H (-2.520, 0.290, -3.846)
H (-2.924, -0.730, -1.056)
C (-2.609, 3.052, -1.161)
H (-3.921, 1.261, -3.292)
H (-2.332, 3.838, -1.873)
H (-2.506, 2.061, -4.049)
P (2.581, 1.424, -1.794)
C (3.342, 1.288, -3.442)
C (3.098, 3.050, -1.119)
H (3.290, 0.317, 0.272)
H (4.672, 0.721, -0.792)
H (3.660, -0.701, -1.154)
C (3.645, 0.327, -0.769)
H (2.586, 3.219, -0.164)
H (4.185, 3.069, -0.948)
H (4.440, 1.303, -3.358)
H (3.016, 2.114, -4.086)
H (2.829, 3.858, -1.808)
H (3.031, 0.340, -3.899)
Cl (0.257, 2.067, 0.213)
C (1.785, -1.081, 4.901)
C (0.330, -0.808, 4.528)
N (-0.157, -1.574, 3.369)
C (-1.387, -2.343, 3.599)
C (-2.555, -1.491, 4.071)
C (0.531, -1.429, 2.192)
O (1.485, -0.631, 2.162)
C (0.190, -2.072, 0.849)
C (-0.887, -2.865, 0.393)
C (-1.185, -2.882, -0.976)
C (-0.614, -1.918, -1.798)
N (0.264, -1.048, -1.289)
C (0.891, -1.386, -0.153)
H (1.925, -2.159, 5.067)
H (2.056, -0.541, 5.822)
H (2.457, -0.751, 4.100)
H (-0.295, -1.074, 5.386)
H (0.223, 0.267, 4.313)
H (-1.654, -2.826, 2.661)
H (-1.179, -3.151, 4.331)
H (-2.784, -0.739, 3.310)
H (-3.434, -2.127, 4.201)
H (-2.326, -1.003, 5.021)
H (-1.486, -3.473, 1.056)
H (-1.915, -3.547, -1.392)
H (-0.894, -1.749, -2.821)
H (1.869, -0.947, -0.032)

Forces on atoms 1 to 6 (eV/Å):
I 0.0 0.8 0.0
I 0.0 -0.8 0.2
Rh -0.9 -1.3 0.5
P -2.7 1.3 0.0
C 0.4 -0.1 -0.4
C 0.6 -0.5 0.1

Here is what natural (NBO) gives for the atomic charges, in e: number 1, I, carries -0.015; number 2, I, carries 0.022; number 3, Rh, carries 0.717; number 4, P, carries 1.107; number 5, C, carries -0.962; number 6, C, carries -0.950; number 7, H, carries 0.281; number 8, H, carries 0.270; number 9, H, carries 0.266; number 10, H, carries 0.274; number 11, H, carries 0.257; number 12, H, carries 0.257; number 13, C, carries -0.945; number 14, H, carries 0.281; number 15, H, carries 0.267; number 16, H, carries 0.274; number 17, P, carries 1.090; number 18, C, carries -0.961; number 19, C, carries -0.945; number 20, H, carries 0.279; number 21, H, carries 0.283; number 22, H, carries 0.256; number 23, C, carries -0.952; number 24, H, carries 0.275; number 25, H, carries 0.270; number 26, H, carries 0.275; number 27, H, carries 0.270; number 28, H, carries 0.265; number 29, H, carries 0.261; number 30, Cl, carries -0.328; number 31, C, carries -0.625; number 32, C, carries -0.218; number 33, N, carries -0.393; number 34, C, carries -0.200; number 35, C, carries -0.618; number 36, C, carries 0.649; number 37, O, carries -0.656; number 38, C, carries -0.145; number 39, C, carries -0.089; number 40, C, carries -0.249; number 41, C, carries 0.042; number 42, N, carries -0.554; number 43, C, carries 0.162; number 44, H, carries 0.212; number 45, H, carries 0.233; number 46, H, carries 0.236; number 47, H, carries 0.215; number 48, H, carries 0.212; number 49, H, carries 0.181; number 50, H, carries 0.218; number 51, H, carries 0.198; number 52, H, carries 0.237; number 53, H, carries 0.228; number 54, H, carries 0.248; number 55, H, carries 0.259; number 56, H, carries 0.226; number 57, H, carries 0.253

# 3
Entry from the Open Molecules 2025 dataset: C16H32CoO2P2 as an isolated structure at a distorted geometry (ωB97M-V with the def2-TZVPD basis set).

## Properties
Spin multiplicity: 4
E_HOMO (spin up / spin down): -5.27 / -5.27 eV
ΔE to the lowest compared entry with this formula, charge and spin: 4.4 kcal per mole
Kohn-Sham gap (spin up / spin down): 0.1763 / 0.1774 Ha

Element x y z (Å)
P (0.081, -1.914, -5.204)
P (0.429, 2.157, -5.269)
C (-0.186, -0.535, -6.357)
C (0.800, 0.645, -6.249)
H (-1.247, -0.230, -6.289)
H (-0.069, -1.015, -7.344)
H (1.807, 0.289, -5.969)
H (0.876, 1.061, -7.265)
C (-0.527, 3.238, -6.386)
H (-0.899, 4.132, -5.874)
H (-1.391, 2.704, -6.801)
H (0.143, 3.545, -7.199)
C (1.991, 3.007, -4.972)
H (2.223, 3.681, -5.799)
H (2.818, 2.299, -4.864)
H (1.889, 3.589, -4.052)
C (-0.968, -3.239, -5.812)
H (-1.023, -4.151, -5.197)
H (-0.469, -3.462, -6.766)
H (-1.989, -2.885, -6.018)
C (1.746, -2.483, -5.297)
H (2.407, -1.613, -5.297)
H (1.875, -3.034, -6.241)
H (2.004, -3.153, -4.468)
Co (2.518, -0.571, -0.959)
C (-0.723, 2.227, -3.806)
C (-2.192, 2.261, -3.863)
C (-2.998, 1.060, -4.056)
C (-2.848, -0.252, -3.146)
C (-1.967, -1.224, -3.763)
C (-0.546, -1.233, -3.678)
C (0.410, -0.087, -3.128)
C (-0.139, 1.243, -2.689)
C (2.046, -2.163, 0.406)
H (-0.406, 3.229, -3.438)
H (-2.654, 3.272, -3.994)
H (-2.813, 0.726, -5.096)
H (-4.066, 1.331, -4.005)
H (-2.556, -0.008, -2.115)
H (-3.844, -0.729, -3.053)
H (-2.389, -2.172, -4.096)
H (-0.159, -2.113, -3.110)
H (1.290, 0.059, -3.803)
H (0.857, -0.556, -2.190)
H (-0.835, 1.081, -1.863)
H (0.696, 1.745, -2.161)
H (2.789, -2.118, 1.221)
H (2.026, -3.199, -0.037)
H (1.052, -1.910, 0.830)
O (-0.948, 0.702, 0.507)
C (0.269, 0.911, 0.740)
O (1.295, 0.606, -0.005)
H (0.474, 1.432, 1.697)

Forces on atoms 1 to 6 (eV/Å):
P -1.7 1.5 -0.5
P -1.1 0.3 -0.6
C 0.1 -0.4 -0.8
C 0.5 0.1 -1.0
H 0.4 -0.2 0.2
H 0.0 0.5 0.0

Here is what natural (NBO) gives for the atomic charges, in e: number 1, P, carries 1.661; number 2, P, carries 1.420; number 3, C, carries -0.761; number 4, C, carries -0.744; number 5, H, carries 0.278; number 6, H, carries 0.240; number 7, H, carries 0.238; number 8, H, carries 0.248; number 9, C, carries -0.953; number 10, H, carries 0.272; number 11, H, carries 0.260; number 12, H, carries 0.223; number 13, C, carries -0.969; number 14, H, carries 0.246; number 15, H, carries 0.253; number 16, H, carries 0.268; number 17, C, carries -0.981; number 18, H, carries 0.279; number 19, H, carries 0.246; number 20, H, carries 0.277; number 21, C, carries -1.008; number 22, H, carries 0.268; number 23, H, carries 0.264; number 24, H, carries 0.295; number 25, Co, carries 0.601; number 26, C, carries -0.521; number 27, C, carries -0.542; number 28, C, carries -0.396; number 29, C, carries -0.486; number 30, C, carries -0.091; number 31, C, carries -0.621; number 32, C, carries -0.421; number 33, C, carries -0.465; number 34, C, carries -1.161; number 35, H, carries 0.249; number 36, H, carries 0.199; number 37, H, carries 0.122; number 38, H, carries 0.224; number 39, H, carries 0.257; number 40, H, carries 0.215; number 41, H, carries 0.176; number 42, H, carries 0.252; number 43, H, carries 0.167; number 44, H, carries 0.254; number 45, H, carries 0.291; number 46, H, carries 0.236; number 47, H, carries 0.191; number 48, H, carries 0.174; number 49, H, carries 0.200; number 50, O, carries -0.716; number 51, C, carries 0.654; number 52, O, carries -0.924; number 53, H, carries 0.064

# 4
Entry from the Open Molecules 2025 dataset: C16H32F3N4NbO2 as an isolated structure at a distorted geometry (ωB97M-V with the def2-TZVPD basis set).

## Properties
E_HOMO: -8.06 eV
Kohn-Sham gap: 0.2873 Ha

Element x y z (Å)
Nb (-0.106, 0.684, 0.274)
N (-1.403, 2.094, 1.026)
N (1.511, 1.695, 0.884)
N (-0.795, -1.385, -0.202)
N (1.261, -0.734, -0.708)
H (-0.569, 3.912, 0.389)
C (-0.999, 3.460, 1.297)
H (-0.232, 3.522, 2.088)
H (-1.887, 4.036, 1.595)
H (-3.385, 2.674, 1.067)
C (-2.778, 1.799, 1.360)
H (-2.906, 1.628, 2.444)
H (-3.145, 0.906, 0.830)
C (2.232, 2.553, -0.037)
H (3.210, 2.107, -0.287)
H (1.669, 2.697, -0.972)
H (2.398, 3.541, 0.429)
H (3.006, 0.909, 2.140)
C (2.139, 1.586, 2.190)
H (2.474, 2.581, 2.531)
H (1.440, 1.185, 2.935)
C (-2.073, -1.983, -0.552)
H (-2.613, -1.239, -1.164)
C (-2.893, -2.201, 0.706)
H (-3.109, -1.265, 1.234)
H (-3.845, -2.681, 0.454)
H (-2.375, -2.886, 1.389)
C (-1.862, -3.253, -1.351)
H (-2.829, -3.719, -1.569)
H (-1.359, -3.031, -2.300)
H (-1.268, -3.965, -0.760)
H (3.297, -1.378, -3.358)
C (2.373, -1.470, -2.768)
H (2.164, -2.533, -2.604)
H (1.536, -1.041, -3.334)
C (2.530, -0.719, -1.450)
H (2.701, 0.346, -1.675)
C (3.669, -1.196, -0.549)
H (3.298, -1.553, 0.420)
H (4.224, -2.013, -1.023)
H (4.365, -0.370, -0.362)
H (0.666, -2.761, -0.986)
C (0.403, -1.746, -0.636)
C (-0.800, 1.415, -1.534)
H (-1.810, 1.029, -1.292)
H (-0.765, 2.466, -1.213)
C (-0.479, 1.252, -2.990)
H (0.531, 0.892, -3.205)
C (-1.370, 1.605, -3.956)
H (-2.419, 1.751, -3.690)
H (-1.098, 1.768, -5.001)
F (-0.348, -3.204, 3.792)
C (-0.529, -1.862, 3.900)
F (-1.862, -1.621, 3.985)
F (0.035, -1.451, 5.061)
C (0.131, -1.146, 2.658)
O (1.201, -1.560, 2.227)
O (-0.554, -0.129, 2.224)

Forces on atoms 1 to 6 (eV/Å):
Nb 1.3 0.7 3.0
N 1.0 -0.9 -0.1
N -1.3 -0.2 -0.3
N 0.6 0.9 -0.1
N -0.8 0.1 -0.2
H -0.1 0.2 0.1

Here is what natural (NBO) gives for the atomic charges, in e: number 1, Nb, carries 2.077; number 2, N, carries -0.670; number 3, N, carries -0.674; number 4, N, carries -0.661; number 5, N, carries -0.650; number 6, H, carries 0.179; number 7, C, carries -0.409; number 8, H, carries 0.197; number 9, H, carries 0.192; number 10, H, carries 0.186; number 11, C, carries -0.410; number 12, H, carries 0.204; number 13, H, carries 0.192; number 14, C, carries -0.416; number 15, H, carries 0.188; number 16, H, carries 0.209; number 17, H, carries 0.201; number 18, H, carries 0.199; number 19, C, carries -0.416; number 20, H, carries 0.191; number 21, H, carries 0.222; number 22, C, carries -0.038; number 23, H, carries 0.181; number 24, C, carries -0.607; number 25, H, carries 0.219; number 26, H, carries 0.208; number 27, H, carries 0.213; number 28, C, carries -0.622; number 29, H, carries 0.221; number 30, H, carries 0.213; number 31, H, carries 0.209; number 32, H, carries 0.217; number 33, C, carries -0.615; number 34, H, carries 0.202; number 35, H, carries 0.214; number 36, C, carries -0.040; number 37, H, carries 0.190; number 38, C, carries -0.634; number 39, H, carries 0.244; number 40, H, carries 0.208; number 41, H, carries 0.209; number 42, H, carries 0.177; number 43, C, carries 0.370; number 44, C, carries -0.889; number 45, H, carries 0.242; number 46, H, carries 0.253; number 47, C, carries -0.180; number 48, H, carries 0.192; number 49, C, carries -0.388; number 50, H, carries 0.192; number 51, H, carries 0.201; number 52, F, carries -0.320; number 53, C, carries 0.892; number 54, F, carries -0.321; number 55, F, carries -0.320; number 56, C, carries 0.711; number 57, O, carries -0.606; number 58, O, carries -0.735

| no. | electronic energy (eV) |
| --- | --- |
| 1 | -56806.527 |
| 2 | -72431.533 |
| 3 | -77400.809 |
| 4 | -36868.557 |